Entry 1:
Density functional theory data (wB97M-V/def2-TZVPD) for a molecular structure, C7H16B3NO6 at a distorted geometry.

XYZ file:
```
33
Properties=species:S:1:pos:R:3:forces:R:3
N -1.3438 1.1461 -0.9679 0.131 -0.500 0.641
C -1.6391 -0.0758 -0.1566 -1.011 1.380 0.645
C -2.3680 0.3257 1.1830 0.801 -1.457 0.366
C -1.3484 0.6946 2.3324 -0.340 0.982 -0.960
B -1.4935 2.2269 2.7637 0.488 -0.538 1.722
O -2.6823 2.9942 2.7084 1.847 0.456 -1.851
B -2.3749 4.1232 1.8996 0.132 0.791 1.178
O -1.1096 4.7740 1.9339 0.021 -2.391 -0.686
B -0.0594 3.8246 2.1362 -1.269 0.601 1.975
O -0.2950 2.8998 3.1930 -0.579 0.216 -2.542
H -0.5122 1.5595 -0.5476 -0.047 0.110 -0.267
H -2.0925 1.8091 -0.7785 0.056 0.024 -0.317
H -2.3229 -0.7528 -0.6977 0.585 0.349 -0.016
H -0.6867 -0.5753 0.0477 -0.537 0.038 -0.022
H -2.9021 -0.5885 1.5159 -0.128 0.686 -0.177
H -3.0871 1.1498 1.0018 0.229 -0.598 0.067
H -1.3816 0.0040 3.1936 -0.104 0.301 -0.368
H -0.3292 0.6050 1.8908 -0.421 0.024 0.537
H -3.1815 4.6098 1.1750 -0.172 -0.146 0.156
H 0.8982 3.7751 1.4435 0.148 0.208 0.070
C 3.8928 -2.0674 -1.6892 -0.075 0.284 0.103
C 2.6456 -2.9207 -1.6385 0.784 0.364 0.012
C 1.9492 -3.0929 -2.9597 -0.034 -0.322 -0.342
O 0.6000 -3.3424 -2.5528 0.064 0.121 0.163
C 0.4284 -2.7210 -1.3585 -0.201 0.034 0.041
O -0.6189 -2.5628 -0.8237 0.142 -0.520 -0.097
O 1.6179 -2.2928 -0.8592 -0.268 -0.215 -0.150
H 4.1635 -1.7246 -0.6900 0.040 -0.160 0.003
H 4.7289 -2.6283 -2.1078 -0.048 -0.034 0.028
H 3.7366 -1.1757 -2.2995 -0.059 -0.053 -0.009
H 2.8703 -3.8864 -1.1742 -0.093 -0.014 -0.063
H 2.3385 -3.9258 -3.5432 -0.207 -0.056 0.043
H 1.9590 -2.1882 -3.5739 0.124 0.035 0.117
```
Forces are in eV/Å.

Calculated values
lowest unoccupied orbital energy = 0.53 eV
multiplicity = 1
calculated total energy = -857.30591 hartree
orbital gap = 9.7 eV

Entry 2:
Density functional theory data (wB97M-V/def2-TZVPD) for 3 unconnected molecules or ions with the total composition C7H16Br4F4N4P at a distorted geometry.

XYZ file:
```
36
Properties=species:S:1:pos:R:3:forces:R:3
N -3.6041 1.8485 4.5384 1.225 1.715 -0.780
P -2.5458 2.9502 4.0206 -2.240 -1.672 3.050
N -2.7382 3.3300 2.3031 -0.162 -1.370 -2.141
C -3.4668 2.3221 1.5835 -0.827 0.318 0.379
N -4.7979 2.4036 1.6478 1.608 -0.954 0.219
N -2.9260 1.2047 0.8407 1.172 1.878 2.029
C -1.4845 1.3001 0.6034 1.528 -2.375 -1.095
F -1.1205 0.0833 -0.0257 -0.860 2.161 1.364
F -0.7064 1.3454 1.7813 -1.576 0.293 -1.844
C -1.0531 2.4540 -0.4220 1.699 0.531 -0.564
F 0.3240 2.6830 -0.1751 -2.465 -0.518 -0.556
F -1.2078 2.0701 -1.7601 0.038 0.508 2.948
H -4.1839 2.3016 5.2685 0.212 -0.502 -0.704
H -1.1957 2.5020 4.2776 -0.620 0.688 -1.006
H -2.8009 4.1453 4.7590 0.803 -0.036 -0.856
H -1.8689 3.6253 1.8404 -0.242 -0.258 0.355
H -5.2993 3.2954 1.7190 0.482 -0.571 0.777
H -5.3025 1.5042 1.7033 -0.083 0.877 -0.698
H -3.1399 0.2950 1.2945 -0.116 0.454 -0.518
H -1.5705 3.4454 -0.2602 0.340 -1.113 -0.334
Br 1.8246 1.1659 -3.8296 -0.133 -0.048 0.031
C 0.9711 -0.0194 -2.5412 0.191 0.228 0.016
C 1.7751 -1.2795 -2.3397 -0.116 -0.258 -0.009
Br 1.5430 -2.5127 -3.8312 0.079 0.072 0.064
H -0.0395 -0.2065 -2.9015 0.147 -0.078 0.026
H 0.9219 0.5552 -1.6163 0.102 -0.136 -0.067
H 1.4218 -1.8245 -1.4632 -0.001 0.097 -0.041
H 2.8447 -1.0975 -2.2417 -0.133 0.050 -0.025
Br 5.5275 -2.8741 -1.4137 -0.075 0.022 -0.097
C 4.4231 -4.4065 -1.8954 -0.063 0.094 0.212
C 5.1666 -5.7030 -1.6924 0.031 -0.206 -0.239
Br 6.4543 -6.0111 -3.1220 -0.017 0.040 0.136
H 4.0967 -4.2531 -2.9229 0.091 -0.077 0.111
H 3.5583 -4.3522 -1.2326 0.075 -0.073 -0.050
H 4.4811 -6.5498 -1.7405 -0.004 0.124 0.010
H 5.7184 -5.7403 -0.7543 -0.092 0.092 -0.102
```
Forces are in eV/Å.

Calculated values
lowest unoccupied orbital energy = -5.87 eV
relative energy (zero: lowest compared OMol25 entry of this formula, charge and spin) = 0.0 kcal/mol
multiplicity = 1
calculated total energy = -11531.89161 hartree
net charge = +1
orbital gap = 5.5 eV

Entry 3:
Density functional theory data (wB97M-V/def2-TZVPD) for C7H16BrNO4Si in the gas phase at a distorted geometry.

XYZ file:
```
30
Properties=species:S:1:pos:R:3:forces:R:3
C -0.6486 -0.9249 0.1416 0.011 -0.451 -0.569
C -1.8380 -2.8532 -1.0632 4.471 2.345 -1.376
C -1.4987 -2.9040 1.4641 1.722 -2.271 2.314
C -0.9549 2.4707 1.8998 2.691 2.130 -0.236
C -0.0595 1.8576 -2.3161 -2.752 2.200 1.638
C 3.6176 1.8401 -0.0363 -1.569 0.468 -1.213
C -0.9149 -2.4452 0.1693 -2.123 0.980 -1.291
N 0.6415 -0.5056 0.2135 2.787 -1.137 -0.985
O -1.4221 0.0294 0.0933 -0.536 -0.904 0.085
O 0.1602 1.7992 1.4590 1.227 -0.446 0.108
O 0.8736 1.9324 -1.2943 1.702 -0.050 1.656
O 2.5325 1.3955 0.7298 -0.345 -0.302 0.111
Si 1.0134 1.2451 0.2178 -0.666 0.217 -0.410
Br 2.3758 -1.7954 -0.4859 -2.497 1.821 1.016
H -2.7549 -2.3477 -1.0024 -1.251 0.703 -0.104
H -1.1702 -2.4447 -1.9709 -1.912 -0.576 1.494
H -1.9475 -3.8696 -1.3340 -0.081 -1.268 0.580
H -2.5607 -2.7076 1.6631 0.549 0.703 0.061
H -1.4768 -4.0493 1.4073 0.038 1.373 0.169
H -0.7186 -2.6643 2.3408 -2.208 -0.234 -1.571
H -0.7233 3.4907 2.1905 0.632 0.314 0.301
H -1.4198 2.0708 2.7034 -1.328 -1.941 2.386
H -1.5695 2.6232 1.1293 -3.021 0.116 -2.963
H -0.0866 0.9049 -2.7213 -0.230 -1.842 -0.959
H -0.0459 2.6299 -3.0902 1.233 -0.047 0.054
H -1.0291 2.1421 -1.8249 0.223 -0.896 -0.654
H 4.2435 2.3971 0.5878 1.275 0.626 0.902
H 3.2398 2.4983 -0.8249 0.264 0.078 -0.047
H 4.0810 1.0168 -0.5160 0.855 -0.817 -0.285
H 0.0609 -2.8326 0.0702 0.838 -0.893 -0.210
```
Forces are in eV/Å.

Calculated values
lowest unoccupied orbital energy = -1.94 eV
SMILES string = CO[Si](OC)(OC)N(Br)C(=O)C(C)C
relative energy (zero: lowest compared OMol25 entry of this formula, charge and spin) = 36.6 kcal/mol
multiplicity = 1
calculated total energy = -3495.57115 hartree
orbital gap = 8.0 eV

Entry 4:
Density functional theory data (wB97M-V/def2-TZVPD) for 2 unconnected molecules or ions with the total composition C7H16Cl at a distorted geometry.

XYZ file:
```
24
Properties=species:S:1:pos:R:3:forces:R:3
Cl -2.1982 -0.5358 -2.6582 -0.847 0.351 -2.849
H -1.8526 -0.6830 -1.4866 0.777 -0.311 2.564
C -1.2602 -0.9115 0.2760 -0.518 0.094 -0.817
C -2.1416 0.1216 0.8849 0.143 -0.104 0.365
C -1.6623 -2.3375 0.4198 -0.264 0.002 0.165
C 0.1803 -0.6763 0.0337 0.248 0.256 -0.205
C 0.6659 0.7523 -0.2997 0.016 -0.720 -0.301
C 2.1695 0.8197 -0.0413 -0.275 0.300 0.605
C 2.7913 2.1867 -0.2846 0.429 -0.233 0.150
H -1.9940 0.0425 1.9814 -0.276 0.307 -0.146
H -1.9061 1.1448 0.5742 -0.021 -0.235 0.085
H -3.1997 -0.0687 0.6715 0.155 -0.018 0.094
H -1.4777 -2.6018 1.4746 -0.124 -0.349 -0.114
H -2.7316 -2.5057 0.2060 0.356 0.082 0.146
H -1.0714 -3.0039 -0.2189 -0.067 0.115 0.163
H 0.6569 -1.0200 0.9657 0.420 0.046 -0.028
H 0.5344 -1.3574 -0.7661 -0.087 0.170 0.403
H 0.4548 0.9579 -1.3654 0.013 0.023 0.394
H 0.1328 1.4997 0.2881 0.103 0.041 0.085
H 2.3397 0.5299 1.0143 0.001 0.089 -0.406
H 2.6670 0.0701 -0.6507 0.121 -0.151 -0.117
H 3.8557 2.1430 -0.0150 -0.211 0.172 -0.117
H 2.7229 2.4740 -1.3320 -0.051 0.087 -0.068
H 2.3241 2.9596 0.3283 -0.040 -0.016 -0.050
```
Forces are in eV/Å.

Calculated values
lowest unoccupied orbital energy (alpha / beta) = 0.93 / 0.22 eV
expectation value of S² = 0.7534
relative energy (zero: lowest compared OMol25 entry of this formula, charge and spin) = 1.8 kcal/mol
multiplicity = 2
calculated total energy = -736.44669 hartree
orbital gap (alpha / beta) = 8.4 / 11.4 eV